(1)
The following is a DFT calculation (ωB97M-V/def2-TZVPD) of a cluster of 4 separate species, C21H24N5O5 in total at a distorted geometry.

Last column: Mulliken charge in e.
Cartesian coordinates (Å):
O1 -2.572 -5.484 1.128  -0.5033
C1 -2.476 -4.423 1.607  0.6543
N1 -2.213 -3.372 2.171  -0.7504
C2 -1.285 -2.473 1.392  1.0605
O2 -0.732 -1.578 2.313  -0.5198
N2 -0.302 -3.325 0.752  -0.4113
C3 0.703 -2.562 0.002  -0.6814
C4 1.206 -3.484 -1.144  -0.9693
C5 0.001 -3.738 -2.094  -0.1091
O3 0.332 -3.683 -3.480  -0.5037
C6 -2.130 -1.659 0.356  0.3612
O4 -3.091 -2.197 -0.215  -0.7772
O5 -1.722 -0.486 0.152  -0.7335
H1 0.094 -1.931 2.662  0.3670
H2 0.205 -3.801 1.495  0.3275
H3 1.589 -2.293 0.599  0.3910
H4 0.300 -1.653 -0.446  0.3912
H5 1.423 -4.445 -0.663  0.2486
H6 2.077 -3.067 -1.656  0.4945
H7 -0.367 -4.751 -1.916  0.2667
H8 -0.817 -3.053 -1.834  0.0273
H9 0.766 -2.836 -3.616  0.3075
N3 -1.168 -2.145 -5.492  -0.3641
C7 -2.378 -2.426 -5.010  -0.1472
C8 -3.422 -2.903 -5.789  -0.5832
C9 -3.199 -3.095 -7.142  -0.1461
C10 -1.946 -2.806 -7.661  -0.4276
C11 -0.971 -2.338 -6.794  -0.1638
H10 -2.508 -2.259 -3.946  0.4441
H11 -4.383 -3.117 -5.343  0.3649
H12 -3.989 -3.465 -7.785  0.3529
H13 -1.729 -2.943 -8.713  0.3418
H14 0.026 -2.104 -7.155  0.3337
N4 1.401 0.219 3.900  -0.4242
C12 1.918 0.848 4.957  -0.2689
C13 1.606 2.152 5.307  -0.3785
C14 0.705 2.845 4.513  -0.3533
C15 0.158 2.211 3.411  -0.7880
C16 0.534 0.901 3.146  0.1469
H15 2.620 0.268 5.548  0.3517
H16 2.057 2.611 6.177  0.3628
H17 0.435 3.867 4.752  0.4825
H18 -0.549 2.716 2.765  0.4040
H19 0.128 0.367 2.296  0.5229
N5 2.590 6.319 3.794  -0.5238
C17 2.643 7.638 3.612  -0.1920
C18 2.274 8.270 2.434  -0.3468
C19 1.826 7.487 1.382  -0.2537
C20 1.765 6.114 1.550  -0.5278
C21 2.155 5.582 2.770  -0.2060
H20 3.002 8.211 4.460  0.3541
H21 2.337 9.346 2.345  0.3493
H22 1.529 7.941 0.445  0.3652
H23 1.422 5.467 0.754  0.3743
H24 2.120 4.514 2.946  0.6055

The calculation puts the calculated total energy at -39854.94957 eV. The calculation puts the HOMO-LUMO gap at 7.02 eV. The charge is -1. The highest occupied orbital energy is -4.688 eV.

(2)
The following is a DFT calculation (ωB97M-V/def2-TZVPD) of a structure of composition C21H24N9O2OsS4 at a distorted geometry.

Last column: Löwdin spin population.
Cartesian coordinates (Å):
Os1 -0.304 -0.195 0.151  1.6510
C1 -1.611 3.984 0.225  -0.0029
C2 -1.432 2.502 0.200  -0.0087
N1 -0.319 1.858 0.328  0.0140
N2 0.882 2.519 0.447  0.0055
C3 2.024 1.863 0.155  0.0200
N3 3.156 2.547 0.173  0.0141
S1 2.024 0.195 -0.243  0.0776
C4 -2.572 1.617 -0.064  0.0192
C5 -3.872 2.075 -0.183  -0.0029
C6 -4.886 1.182 -0.491  0.0229
C7 -4.570 -0.155 -0.664  -0.0042
C8 -3.256 -0.558 -0.520  0.0326
N4 -2.265 0.300 -0.243  0.0373
H1 -0.706 4.540 0.450  0.0001
H2 -2.359 4.258 0.971  -0.0007
H3 -1.981 4.328 -0.743  -0.0009
H4 0.881 3.511 0.620  0.0002
H5 3.210 3.541 0.341  0.0004
H6 4.014 2.076 -0.067  0.0008
H7 -4.097 3.121 -0.030  -0.0005
H8 -5.907 1.527 -0.581  0.0012
H9 -5.335 -0.885 -0.890  -0.0004
H10 -2.969 -1.598 -0.595  0.0016
N5 -3.872 -6.663 5.564  0.3068
C9 -3.742 -5.447 5.071  0.1140
C10 -4.044 -5.192 3.693  0.1487
C11 -3.908 -3.930 3.195  -0.0068
C12 -3.470 -2.897 4.043  0.2417
C13 -3.184 -3.117 5.402  -0.0063
C14 -3.311 -4.374 5.919  0.1538
S2 -3.435 -1.223 3.425  0.0385
O1 -4.393 -1.145 2.377  0.0148
O2 -3.519 -0.364 4.568  0.0092
N6 -1.941 -1.098 2.677  0.2536
C15 -0.894 -0.576 3.242  0.0614
S3 -0.654 -0.112 4.959  0.1052
C16 0.948 0.267 4.605  0.2905
C17 1.228 0.115 3.251  0.1053
N7 0.238 -0.331 2.493  0.2085
H11 -4.201 -7.434 4.992  0.0049
H12 -3.690 -6.855 6.543  0.0048
H13 -4.402 -5.999 3.063  0.0044
H14 -4.167 -3.705 2.168  -0.0037
H15 -2.911 -2.284 6.037  -0.0030
H16 -3.117 -4.561 6.969  0.0046
H17 1.630 0.623 5.365  0.0105
H18 2.192 0.317 2.801  0.0022
C18 2.383 -3.328 -2.096  0.0005
N8 1.110 -3.027 -2.748  0.0013
C19 0.874 -3.115 -4.109  0.0019
C20 -0.400 -2.735 -4.321  0.0001
N9 -0.918 -2.422 -3.081  0.0048
C21 0.007 -2.595 -2.122  0.0155
S4 -0.229 -2.511 -0.401  0.0343
H19 3.095 -3.641 -2.853  0.0000
H20 2.255 -4.125 -1.368  0.0002
H21 2.764 -2.444 -1.594  0.0000
H22 1.625 -3.449 -4.805  0.0002
H23 -0.969 -2.658 -5.231  0.0000
H24 -1.862 -2.131 -2.904  0.0003

The calculation puts the calculated total energy at -85455.38785 eV. The calculation puts the HOMO-LUMO gap (alpha / beta) at 7.07 / 3.85 eV. The charge is +3. Its spin multiplicity is 5. The highest occupied orbital energy (alpha / beta) is -15.060 / -14.828 eV.

(3)
The following is a DFT calculation (ωB97M-V/def2-TZVPD) of the molecule C21H24O6.

Last column: Mulliken charge in e.
Cartesian coordinates (Å):
C1 -2.007 2.917 2.495  -1.2472
H1 -2.142 3.946 2.173  0.4209
H2 -2.123 2.865 3.575  0.3193
H3 -2.777 2.300 2.038  0.2971
C2 -0.615 2.434 2.099  -0.0820
H4 0.143 3.043 2.601  0.4342
O1 -0.349 1.116 2.536  -0.4712
C3 -0.878 0.058 1.854  0.2561
C4 -1.609 0.137 0.676  -0.0318
C5 -2.014 -1.017 0.028  -0.4923
C6 -1.686 -2.268 0.531  -0.1367
C7 -1.002 -2.347 1.740  -0.3088
C8 -0.613 -1.201 2.396  -0.4166
H5 -0.074 -1.254 3.329  0.4927
H6 -0.773 -3.320 2.144  0.4260
O2 -2.049 -3.454 -0.075  -0.5229
C9 -1.862 -3.548 -1.467  -0.3933
C10 -0.396 -3.863 -1.836  -0.7199
O3 0.549 -3.041 -1.192  -0.4683
C11 0.600 -1.709 -1.443  1.2187
C12 -0.013 -1.054 -2.500  -0.9950
C13 0.058 0.322 -2.619  -1.0746
C14 0.757 1.081 -1.685  0.7149
C15 1.432 0.413 -0.651  -0.0214
C16 1.366 -0.958 -0.516  0.0443
O4 1.970 -1.682 0.454  -0.3836
C17 2.691 -1.004 1.465  -0.1078
C18 3.176 -2.051 2.454  -1.5528
H7 2.325 -2.583 2.869  0.3017
H8 3.730 -1.575 3.258  0.4343
H9 3.819 -2.768 1.951  0.3463
H10 3.546 -0.471 1.025  0.4405
H11 2.041 -0.278 1.970  0.1813
H12 1.989 1.000 0.062  0.3882
C19 0.813 2.524 -1.717  -0.2316
C20 0.115 3.341 -2.522  -0.2882
C21 0.221 4.796 -2.469  0.0520
O5 -0.380 5.553 -3.194  -0.5835
O6 1.062 5.256 -1.517  -0.4511
H13 1.080 6.224 -1.554  0.3348
H14 -0.576 2.979 -3.267  0.4067
H15 1.477 2.981 -0.994  0.3991
H16 -0.436 0.802 -3.448  0.3562
H17 -0.559 -1.615 -3.242  0.3685
H18 -0.284 -3.835 -2.928  0.3773
H19 -0.146 -4.865 -1.479  0.4427
H20 -2.485 -4.382 -1.800  0.4154
H21 -2.195 -2.638 -1.975  0.2118
H22 -2.588 -0.916 -0.880  0.3974
H23 -1.863 1.086 0.232  0.4788
H24 -0.465 2.520 1.016  0.0235

The calculation puts the calculated total energy at -34450.49703 eV. The calculation puts the HOMO-LUMO gap at 7.95 eV. The charge is 0. The highest occupied orbital energy is -7.952 eV. Its structure (SMILES) is CCOc1ccc(OCCOc2ccc(/C=C/C(=O)O)cc2OCC)cc1.

(4)
The following is a DFT calculation (ωB97M-V/def2-TZVPD) of a structure of composition C21H25AlIN4O6.

Last column: Mulliken charge in e.
Cartesian coordinates (Å):
C1 1.173 4.923 -4.703  -0.8666
C2 0.396 6.121 -4.175  -0.4929
C3 0.943 7.462 -4.649  -0.5204
N1 2.142 7.875 -3.916  -0.3742
Al1 3.024 9.372 -4.610  0.1675
I1 5.196 8.594 -5.879  -0.4977
H1 2.165 4.845 -4.256  0.1175
H2 1.278 4.977 -5.789  0.3229
H3 0.654 3.988 -4.469  0.3153
H4 0.401 6.117 -3.081  0.2450
H5 -0.651 6.034 -4.492  0.3367
H6 1.095 7.409 -5.740  0.2654
H7 0.174 8.225 -4.493  0.2830
H8 2.751 7.066 -3.841  0.1810
H9 2.092 10.075 -5.724  -0.2357
H10 3.478 10.404 -3.458  -0.2324
C4 3.668 -1.373 -3.086  -0.4376
C5 4.274 -0.394 -3.862  -0.4304
C6 4.085 0.947 -3.567  -0.4242
C7 3.287 1.277 -2.491  0.0431
C8 2.670 0.323 -1.706  -0.5298
C9 2.866 -1.013 -2.012  -0.1044
N2 3.086 2.706 -2.166  1.0622
O1 3.623 3.518 -2.884  -0.6001
O2 2.394 2.968 -1.202  -0.6187
H11 3.817 -2.420 -3.316  0.4210
H12 4.897 -0.673 -4.701  0.3754
H13 4.543 1.726 -4.158  0.4875
H14 2.051 0.627 -0.876  0.4504
H15 2.392 -1.778 -1.413  0.2894
C10 -1.858 -4.173 2.057  -0.2277
C11 -0.602 -4.248 2.643  -0.4409
C12 0.532 -4.344 1.854  -0.3801
C13 0.377 -4.360 0.481  0.1025
C14 -0.861 -4.290 -0.128  -0.3424
C15 -1.986 -4.197 0.675  -0.5531
N3 1.581 -4.438 -0.366  1.0170
O3 2.660 -4.514 0.187  -0.6022
O4 1.427 -4.406 -1.571  -0.5940
H16 -2.739 -4.098 2.678  0.3498
H17 -0.504 -4.230 3.719  0.3781
H18 1.518 -4.401 2.288  0.4561
H19 -0.937 -4.304 -1.204  0.4597
H20 -2.965 -4.141 0.219  0.3788
C16 -5.120 -3.663 8.731  -0.4516
C17 -6.226 -3.621 7.893  -0.3904
C18 -6.125 -4.062 6.585  -0.4115
C19 -4.907 -4.541 6.145  0.2006
C20 -3.791 -4.593 6.958  -0.3445
C21 -3.905 -4.147 8.264  -0.4106
N4 -4.793 -5.016 4.753  1.0293
O5 -5.778 -4.944 4.049  -0.6070
O6 -3.716 -5.450 4.390  -0.6105
H21 -5.204 -3.318 9.753  0.3742
H22 -7.171 -3.242 8.258  0.3669
H23 -6.971 -4.035 5.915  0.4473
H24 -2.857 -4.974 6.573  0.4395
H25 -3.044 -4.177 8.916  0.3684

The calculation puts the calculated total energy at -55120.95378 eV. The calculation puts the HOMO-LUMO gap at 4.16 eV. The charge is -1. The highest occupied orbital energy is -4.201 eV.